(1)
Molecular formula: C15H20CrGeN4O2S4
Method: DFT, ωB97M-V/def2-TZVPD

```
47
Properties=species:S:1:pos:R:3:mulliken_charge:R:1
C -3.80 1.82 -0.52 -0.329
H -0.92 5.33 -0.44 0.373
H -5.12 2.45 -2.10 0.254
H 2.76 -4.50 2.37 0.394
H 1.74 -3.24 3.12 0.322
N -0.92 3.47 0.43 -0.449
C 1.09 4.60 -0.20 -0.714
H -3.35 0.92 -4.82 0.231
C -0.28 4.52 -0.09 -0.215
C 0.83 -1.39 0.27 -0.736
N 1.22 2.45 0.76 -0.126
H -0.24 -1.53 0.48 0.278
C 1.81 3.50 0.26 -0.095
Cr 1.43 0.43 1.25 0.121
C 3.14 -3.39 -0.72 -1.176
C -2.70 1.05 -0.19 -0.461
H 2.90 3.45 0.21 0.432
N -4.07 1.12 -4.14 -0.640
H 0.05 -4.58 -0.74 0.340
H -4.56 1.97 -4.39 0.223
H 3.49 -4.42 -0.66 0.366
S 3.79 0.14 0.97 -0.440
S 2.43 0.00 3.54 -0.412
H -1.16 -0.27 -0.89 0.243
S -2.14 0.95 1.49 1.275
C -3.59 1.12 -2.82 1.144
H 0.93 -1.24 -0.82 0.204
H 1.59 5.47 -0.62 0.352
C -2.03 0.32 -1.16 0.048
H -1.96 -0.21 -3.23 0.294
H 2.79 -3.19 -1.74 0.363
C -0.15 2.46 0.86 0.748
Ge 1.69 -3.07 0.57 0.344
H -0.44 -4.44 0.95 0.364
O -2.87 1.94 2.24 -0.747
S 5.42 -0.33 3.45 -0.471
H 3.34 -2.81 2.51 0.270
C -4.25 1.85 -1.83 -0.681
C 2.46 -3.44 2.33 -1.126
C 0.42 -4.57 0.29 -1.294
H 3.97 -2.71 -0.50 0.319
H 0.89 -5.54 0.51 0.346
C -2.48 0.36 -2.47 -0.876
C 3.94 -0.05 2.70 0.174
O -2.26 -0.43 1.87 -0.732
H -4.28 2.40 0.25 0.476
N -0.58 1.29 1.39 -0.580
```

- HOMO (spin up / spin down): -0.275 / -1.171 eV
- LUMO level (spin up / spin down): 4.24 / 4.23 eV
- Orbital gap (spin up / spin down): 4.51 / 5.40 eV
- Calculated total energy: -5667.3214 hartree
- Charge: -2
- 2S+1: 5

=====

(2)
Molecular formula: C5H11NO
Method: DFT, ωB97M-V/def2-TZVPD

```
18
Properties=species:S:1:pos:R:3:mulliken_charge:R:1
C -0.28 0.25 -0.55 0.026
H -1.98 -1.27 1.53 0.239
C -0.10 -0.17 1.85 -0.627
H 1.38 -0.32 -1.67 0.333
C 0.50 0.58 0.69 -0.494
H 0.58 -0.65 2.60 0.264
H 1.14 2.14 -2.55 0.306
H -1.27 -1.52 -0.99 0.255
H -1.19 0.78 -0.88 0.245
H -0.02 0.33 -2.70 0.389
N -0.63 -1.16 -0.30 -0.367
H 1.49 0.11 0.39 0.244
H -0.43 -2.20 1.43 0.371
O 0.97 1.84 -1.65 -0.480
C -0.93 -1.30 1.14 -0.580
C 0.61 0.44 -1.81 -0.837
H -0.59 0.52 2.56 0.278
H 0.77 1.60 0.91 0.436
```

- HOMO: -8.583 eV
- Structure (SMILES): OC[C@@H]1CCCN1
- LUMO level: 0.97 eV
- Orbital gap: 9.55 eV
- Calculated total energy: -327.0548 hartree
- Charge: 0

=====

(3)
Molecular formula: C49H39F3GaNO4P2S2SbSe4
Method: DFT, ωB97M-V/def2-TZVPD

```
106
Properties=species:S:1:pos:R:3:mulliken_charge:R:1
C -2.74 1.73 -0.23 -0.254
C 2.68 0.20 -3.56 -0.351
C -0.68 3.14 -1.66 -0.271
C -0.28 4.40 -4.14 -0.597
Se 3.58 3.79 -5.36 -0.610
H -7.14 0.91 3.00 0.332
C -3.25 0.95 0.88 -0.056
C -3.15 -0.26 3.02 -0.429
C -6.94 1.58 0.93 -0.992
C -3.73 2.28 -1.09 -0.685
C -0.05 4.51 0.93 -0.839
H 4.83 -0.94 -0.49 0.349
H -3.36 2.83 -1.93 0.568
C -5.29 0.37 2.19 0.675
H -1.63 5.86 -3.50 0.447
P 1.94 -1.63 -0.01 1.394
Se 2.99 2.59 0.72 -0.511
C 0.55 -4.43 -2.41 -1.330
C 0.61 -2.54 -0.87 0.520
H -1.57 -6.60 -2.53 0.260
C 5.43 0.41 3.82 0.826
P -1.00 2.19 -0.19 1.724
N 1.74 0.02 3.16 -0.142
C 2.84 -0.92 -1.40 1.050
C -0.30 5.28 3.23 -0.718
S -1.03 -0.83 1.53 1.412
H -7.27 -0.36 1.69 0.218
C -2.81 -4.05 -1.22 0.658
C 3.93 -5.63 1.19 -0.895
C -3.16 -5.18 -2.12 -0.835
C -5.11 2.27 -0.83 -1.003
H 4.62 0.84 -4.33 0.405
C 2.82 -3.13 0.53 1.343
C -3.61 -3.25 -0.42 -1.570
H 5.46 -5.03 -0.16 0.449
C -4.55 -0.15 3.20 -1.243
O 5.99 -2.07 2.97 -0.620
C -0.78 -2.76 -0.55 -1.022
F 4.46 1.32 3.69 -0.152
H 2.25 -0.18 4.01 0.432
H -2.57 -0.86 3.70 0.667
H -5.14 -0.62 4.02 0.275
C -2.52 0.15 1.86 -0.771
H 1.13 -5.06 -3.11 0.419
H 2.22 -5.83 2.45 0.366
C -2.97 -2.32 0.41 0.273
Sb 3.47 4.95 -3.27 0.917
O 3.77 -1.79 3.93 -0.697
C 2.71 -5.18 1.73 -0.511
Se 5.41 5.25 -1.96 -0.557
H 1.08 2.72 -4.59 0.423
C -4.65 0.92 1.07 0.820
H 1.02 -0.68 3.04 0.233
H -1.74 4.12 4.33 0.501
C 4.05 0.36 -3.54 -0.821
C 2.08 -0.54 -2.48 -0.910
F 6.54 0.80 3.23 -0.210
C -0.80 -4.60 -2.19 -0.030
C 0.16 2.58 -2.60 -0.365
H -3.96 -5.15 -2.84 0.428
C -1.09 5.00 -3.17 -0.975
C -1.65 -2.04 0.39 0.421
C 4.79 0.00 -2.42 -1.126
C -1.21 4.44 -1.92 -0.106
C 4.00 -3.58 -0.06 -0.403
H -7.10 2.57 1.39 0.264
H 4.31 -6.61 1.41 0.429
H 0.81 6.26 1.72 0.410
C -5.56 1.59 0.28 0.235
C -1.82 -5.56 -2.76 -0.818
H 2.31 -3.37 -1.98 0.249
H -1.92 4.78 -1.19 0.570
H -0.08 4.95 -5.06 0.334
H 5.88 0.22 -2.53 0.289
C -1.21 4.24 3.43 -0.911
C -1.02 3.52 1.09 0.498
H -7.74 1.33 0.28 0.409
C -1.45 -3.79 -1.27 0.472
C 4.51 -4.81 0.25 -0.780
H 0.56 4.55 0.06 0.889
H 1.28 0.92 3.28 0.346
H -4.70 -3.25 -0.41 0.435
H 1.20 -3.66 1.91 0.349
H -2.45 2.72 2.60 0.074
H -1.88 -5.51 -3.85 0.305
Se 2.13 6.87 -3.50 -0.602
Ga 2.73 0.42 1.49 0.315
C -1.62 3.43 2.35 0.032
H 4.52 -2.97 -0.76 0.397
H -5.66 2.90 -1.52 0.404
S 4.85 -1.24 3.15 1.056
H 1.03 -0.78 -2.57 0.352
H 2.18 0.63 -4.48 0.360
H -3.42 -6.02 -1.44 0.240
C 2.14 -3.96 1.44 -0.514
H 0.76 1.71 -2.41 0.042
C 4.21 -0.67 -1.34 -0.158
O 4.37 -0.73 1.77 -0.787
H -3.61 -1.73 1.03 0.316
C 0.18 5.42 1.94 -0.971
C 0.38 3.19 -3.85 -0.355
C -6.76 0.56 2.02 -0.727
O -0.63 -1.42 2.87 -0.971
C 1.24 -3.43 -1.75 0.181
F 5.71 0.25 5.13 -0.249
H -0.12 5.93 4.09 0.395
```

- HOMO: -4.441 eV
- LUMO level: 0.98 eV
- Orbital gap: 5.42 eV
- Calculated total energy: -15795.8937 hartree
- Charge: -1

=====

(4)
Molecular formula: C35H41F9N5O2PSr
Method: DFT, ωB97M-V/def2-TZVPD

```
94
Properties=species:S:1:pos:R:3:mulliken_charge:R:1
H 1.85 7.19 0.38 0.207
C -2.36 -3.50 -3.23 0.176
C -3.49 1.69 -1.70 0.413
O 2.39 -0.31 0.91 -0.079
C -3.29 2.99 -3.72 -1.320
H -3.28 -3.75 0.92 0.349
H -2.05 -3.49 2.19 0.277
H 2.24 -1.80 2.34 0.214
C -8.35 -0.58 2.46 0.721
H 2.05 -0.14 4.26 0.539
C -3.88 5.41 -3.81 0.827
H -6.06 0.18 -1.50 0.543
H 2.33 -2.51 -0.77 0.006
C 2.59 -0.76 2.27 -0.514
H -2.69 -5.11 1.89 0.366
N 0.54 2.61 0.21 -0.118
F -8.12 -0.81 3.75 -0.278
C -5.84 -0.42 2.32 -0.603
C 1.67 3.22 0.60 -0.562
H -4.29 2.77 -0.01 0.487
H -4.65 -2.34 -1.04 0.439
C -4.13 4.02 -1.72 -0.798
H 0.79 -2.05 -1.57 -0.001
H -4.08 -4.37 -2.31 0.552
F -2.50 -5.84 -3.45 -0.254
F -2.35 -4.68 -5.27 -0.264
H 2.47 2.58 0.93 0.365
N 0.98 6.75 0.11 -0.412
H -8.11 -0.16 -0.19 0.448
F -4.13 6.45 -3.01 -0.277
Sr 0.02 0.17 0.64 2.376
H -5.79 -0.58 3.39 0.526
P -3.19 0.21 -0.66 1.520
C -1.90 -1.22 -2.66 -0.690
H -4.53 4.89 -1.20 0.539
H 2.09 1.18 3.08 0.205
C 1.44 -2.88 -1.30 -0.717
N 0.69 -3.81 -0.48 0.528
F -9.06 -1.61 1.98 -0.244
H 1.33 -5.73 -1.11 0.348
H 4.23 -0.95 0.19 0.367
C -3.47 -3.48 -2.41 -1.196
C 1.87 4.58 0.59 -0.966
C -3.99 2.82 -1.05 -0.945
C -0.35 4.80 -0.27 -0.777
C 0.84 5.42 0.14 1.065
H 0.25 7.35 -0.24 0.204
C -1.59 -2.35 -3.38 -1.496
C -7.07 -0.39 1.68 0.173
C -1.97 -4.74 -3.99 0.773
C -4.75 -0.03 0.20 -0.246
C -7.15 -0.18 0.30 -1.126
C -4.68 -0.23 1.57 -0.567
O 0.40 0.03 3.01 -0.471
C -3.76 4.11 -3.05 0.186
C -0.27 -0.87 3.91 -0.777
H -2.57 -5.66 -0.67 0.455
H 2.39 -4.88 0.03 0.417
C -3.00 -1.19 -1.80 1.280
C 1.35 -5.08 -0.23 -1.277
C -0.44 3.43 -0.22 0.197
H -1.73 -2.11 0.59 -0.744
H -1.19 5.38 -0.63 0.425
H 1.76 -3.37 -2.21 0.413
C -2.39 -4.18 1.41 -1.089
H 3.65 -0.73 2.52 0.482
F -9.13 0.51 2.37 -0.239
H 3.36 0.27 -0.79 0.345
H -2.82 0.93 -3.60 0.651
H -3.03 3.05 -4.77 0.471
H -3.72 -0.24 2.08 0.397
H -1.33 -0.85 3.67 0.116
C 3.62 -0.04 0.22 -1.252
C -3.16 1.79 -3.05 -0.306
F -2.75 5.69 -4.47 -0.258
H -1.26 -6.54 0.15 0.317
H 0.12 -1.89 3.79 0.359
F -4.86 5.35 -4.72 -0.244
H 2.81 4.98 0.92 0.374
H -1.37 2.97 -0.55 -0.020
H 0.88 -5.59 0.60 0.367
C -5.99 0.00 -0.43 -0.066
N -0.74 -2.18 0.35 0.897
H -1.25 -0.35 -2.76 0.728
C -1.52 -5.62 -0.37 -1.399
H -0.13 -0.52 4.93 0.338
F -0.64 -4.90 -3.98 -0.242
C -3.79 -2.33 -1.70 -0.672
C 1.82 0.13 3.22 -0.592
N -1.32 -4.44 0.47 0.374
C -0.48 -3.45 0.12 -0.443
H -0.73 -2.35 -4.04 0.548
H 4.16 0.76 0.73 0.452
H -0.92 -5.54 -1.28 0.396
```

- HOMO: -13.638 eV
- LUMO level: -4.71 eV
- Orbital gap: 8.93 eV
- Calculated total energy: -3053.1099 hartree
- Charge: +2

=====

Please write out number 2 again, unchanged.
Molecular formula: C5H11NO
Method: DFT, ωB97M-V/def2-TZVPD

```
18
Properties=species:S:1:pos:R:3:mulliken_charge:R:1
C -0.28 0.25 -0.55 0.026
H -1.98 -1.27 1.53 0.239
C -0.10 -0.17 1.85 -0.627
H 1.38 -0.32 -1.67 0.333
C 0.50 0.58 0.69 -0.494
H 0.58 -0.65 2.60 0.264
H 1.14 2.14 -2.55 0.306
H -1.27 -1.52 -0.99 0.255
H -1.19 0.78 -0.88 0.245
H -0.02 0.33 -2.70 0.389
N -0.63 -1.16 -0.30 -0.367
H 1.49 0.11 0.39 0.244
H -0.43 -2.20 1.43 0.371
O 0.97 1.84 -1.65 -0.480
C -0.93 -1.30 1.14 -0.580
C 0.61 0.44 -1.81 -0.837
H -0.59 0.52 2.56 0.278
H 0.77 1.60 0.91 0.436
```

- HOMO: -8.583 eV
- Structure (SMILES): OC[C@@H]1CCCN1
- LUMO level: 0.97 eV
- Orbital gap: 9.55 eV
- Calculated total energy: -327.0548 hartree
- Charge: 0

=====

> What is the calculated total energy in the fourth record?

-3053.1099 hartree

=====

> Among the records above, which one has the highest calculated total energy?

C5H11NO